1.
# C28H76O26S10

A cluster of 10 separate species, C28H76O26S10 in total in a non-equilibrium geometry (ωB97M-V/def2-TZVPD, the Open Molecules 2025 dataset).

Computed properties:
- LUMO level (hartree) = -0.0098
- relative energy (zero: lowest compared OMol25 entry of this formula, charge and spin) (kJ/mol) = 0.0

ORCA input file:
```
! RIJCOSX wB97M-V def2-TZVPD def2/J DEFGRID3
* xyz 0 1
O -6.6348 -21.7498 0.8794
S -6.9343 -20.3774 0.6324
O -6.6802 -19.3763 1.6011
O -6.1221 -19.9172 -0.6653
C -6.1559 -20.7193 -1.8298
C -4.9646 -20.3411 -2.6893
C -8.5741 -20.1748 -0.0356
H -7.0499 -20.6473 -2.4586
H -6.0506 -21.7825 -1.5905
H -4.8574 -20.9470 -3.5841
H -4.0570 -20.5607 -2.1174
H -4.9878 -19.2617 -2.8341
H -8.6275 -20.8983 -0.8442
H -8.5908 -19.1655 -0.4355
H -9.3194 -20.3452 0.7353
O -0.8249 -18.5892 4.4797
S -1.8886 -17.6803 4.2359
O -1.6722 -16.3144 3.8883
O -2.8160 -18.3376 3.1274
C -3.7087 -17.5085 2.3546
C -3.6770 -17.9923 0.9349
C -3.0699 -17.6478 5.5479
H -3.4030 -16.4665 2.4543
H -4.7277 -17.5346 2.7568
H -3.9179 -19.0539 0.8865
H -2.6849 -17.8215 0.5155
H -4.3986 -17.4598 0.3142
H -2.7610 -17.0246 6.3832
H -3.2497 -18.6920 5.7948
H -3.9328 -17.1525 5.1076
O 0.2697 -23.4223 -0.0196
S -0.0891 -22.2558 0.7072
O -1.1289 -21.3907 0.2597
O -0.4633 -22.7457 2.1593
C -0.7211 -21.8046 3.2212
C -2.0785 -21.1350 3.1511
C 1.4058 -21.3403 0.9835
H 0.0302 -21.0134 3.2095
H -0.6232 -22.3663 4.1470
H -2.2324 -20.7165 4.1416
H -2.8648 -21.8625 2.9164
H -2.1330 -20.4416 2.3237
H 1.8276 -21.1447 0.0012
H 2.0324 -22.0540 1.5143
H 1.2245 -20.4221 1.5297
O -9.2782 -15.8067 14.5690
S -8.2061 -15.0374 14.0439
O -7.0312 -14.7453 14.7728
O -7.6986 -15.7700 12.7399
C -8.6593 -16.1923 11.7515
C -7.8760 -16.7619 10.5846
C -8.8740 -13.5154 13.4518
H -9.2428 -15.3328 11.4132
H -9.3699 -16.8811 12.2093
H -7.3045 -17.6121 10.9567
H -7.2864 -15.9577 10.1529
H -8.5981 -17.1633 9.8710
H -9.3575 -13.0789 14.3254
H -9.6066 -13.6571 12.6661
H -8.0548 -12.8791 13.1317
O -8.8249 -11.5957 8.5369
S -8.3863 -12.8370 9.0869
O -9.0338 -13.4345 10.2124
O -8.3663 -13.9130 7.9328
C -9.5677 -14.0493 7.1422
C -9.5588 -15.3786 6.4611
C -6.6419 -12.7668 9.3503
H -9.5562 -13.2680 6.3721
H -10.4537 -13.7947 7.7269
H -8.7907 -15.4404 5.6932
H -10.5046 -15.6262 5.9801
H -9.3793 -16.1804 7.1828
H -6.4357 -12.5513 10.3940
H -6.2011 -12.0281 8.6880
H -6.2527 -13.7416 9.0603
O -9.1871 -20.8865 7.7467
S -9.0715 -22.3050 7.7363
O -10.1981 -23.1499 7.9498
O -8.3914 -22.6304 6.3493
C -8.4292 -23.9966 5.8806
C -9.4216 -24.1067 4.7180
C -7.8393 -22.7816 8.8906
H -8.6253 -24.7288 6.6586
H -7.4651 -24.1749 5.4055
H -8.9883 -23.5493 3.8847
H -10.4014 -23.7022 4.9516
H -9.4023 -25.1521 4.4118
H -7.0981 -21.9757 8.8992
H -7.3206 -23.6886 8.5961
H -8.2319 -22.7636 9.9032
O -6.2565 -16.5165 5.2411
S -6.8446 -17.6968 5.7720
O -8.2262 -17.9847 5.5905
O -5.9839 -18.8706 5.1857
C -6.3302 -20.2326 5.4895
C -5.8159 -21.1142 4.3966
C -6.5182 -17.8253 7.4937
H -7.4042 -20.3841 5.6033
H -5.9060 -20.4383 6.4780
H -5.7134 -22.1625 4.6698
H -4.7867 -20.8242 4.1547
H -6.3903 -21.0564 3.4739
H -6.9628 -18.7777 7.7914
H -7.0964 -17.0318 7.9629
H -5.4741 -17.8373 7.7911
O -4.9375 -12.2060 2.5721
S -6.0694 -12.4424 3.3990
O -6.9543 -11.3710 3.7011
O -6.9484 -13.5825 2.7571
C -6.2881 -14.7691 2.2718
C -7.3057 -15.8735 2.2524
C -5.5208 -13.1566 4.9259
H -5.4433 -15.0452 2.9097
H -5.8220 -14.5561 1.3080
H -7.9169 -15.8682 1.3444
H -8.0227 -15.6360 3.0393
H -6.9037 -16.8794 2.3417
H -6.3725 -13.2984 5.5892
H -4.7872 -12.4613 5.3204
H -5.1367 -14.1541 4.7275
C -9.6079 -20.2652 3.7252
S -11.0689 -19.2271 3.8437
O -11.9451 -19.3633 2.6579
C -11.8248 -20.0482 5.2524
H -9.9286 -21.2044 3.2508
H -9.3134 -20.4903 4.7454
H -8.9065 -19.8372 3.0171
H -11.9695 -21.1088 5.0306
H -12.7577 -19.5219 5.4254
H -11.1482 -20.0013 6.1064
C -3.9727 -23.6372 6.1428
S -2.4934 -23.1197 7.0611
O -2.7849 -21.6915 7.3415
C -2.8439 -24.0498 8.5561
H -4.7970 -23.2430 6.7335
H -4.0311 -24.7050 5.9457
H -3.8189 -23.0895 5.2151
H -2.9173 -25.0956 8.2544
H -3.6761 -23.6481 9.1307
H -1.9757 -23.9943 9.2177
*
```

Mulliken atomic charge list, values in e, 99 entries: -0.769, 1.183, -0.224, -0.158, -0.286, -1.232, -1.171, 0.300, 0.364, 0.397, 0.231, 0.319, 0.442, 0.340, 0.351, -0.631, 1.147, -0.662, -0.097, 0.522, -1.656, -0.061, 0.548, -0.329, 0.140, 0.501, 0.372, 0.525, 0.016, -0.374, -0.633, 1.198, -0.538, -0.376, -0.659, -0.176, -0.990, 0.328, 0.236, -0.019, 0.375, 0.190, 0.389, 0.363, 0.317, -0.650, 1.198, -0.628, -0.256, -0.352, -0.652, -0.799, 0.199, 0.398, 0.352, -0.027, 0.398, 0.402, 0.258, 0.262, -0.644, 0.980, -0.539, 0.049, -0.729, -0.306, -0.854, 0.298, 0.564, -0.150, 0.414, -0.015, 0.358, 0.381, 0.193, -0.464, 1.127, -0.630, -0.091, -0.491, -1.051, -1.031, 0.564, 0.246, 0.168, 0.265, 0.423, 0.267, 0.347, 0.431, -0.160, 0.058, -0.085, 0.536, 0.265, -0.261, -0.664, -0.475, 0.342

2.
# C28H76O8

A cluster of 10 separate species, C28H76O8 in total in a non-equilibrium geometry (ωB97M-V/def2-TZVPD, the Open Molecules 2025 dataset).

Computed properties:
- LUMO level (hartree) = 0.0196
- relative energy (zero: lowest compared OMol25 entry of this formula, charge and spin) (kJ/mol) = 0.0

ORCA input file:
```
! RIJCOSX wB97M-V def2-TZVPD def2/J DEFGRID3
* xyz 0 1
C -0.8296 9.3167 5.7126
C 0.2754 8.2547 5.6906
C 0.5244 7.7017 4.2436
C 1.3814 6.4567 4.2446
C 1.6414 5.9057 2.7736
C 0.6714 4.8047 2.2826
H -1.7906 8.7687 5.4536
H -0.5426 10.1587 4.9256
H -0.7226 9.7387 6.7536
H 0.0474 7.6117 6.4646
H 1.1394 8.5957 6.2166
H 1.0384 8.3207 3.5226
H -0.4756 7.4567 3.8586
H 0.9604 5.6987 4.7226
H 2.3914 6.7427 4.6836
H 2.6584 5.3157 2.7296
H 1.8884 6.6887 2.1056
H 0.8094 4.7047 1.2086
H -0.3676 4.9197 2.6536
H 0.8534 3.8487 2.7006
C 0.4384 -2.9883 -2.1354
C 1.5464 -1.9853 -1.4944
C 1.0164 -0.5993 -1.4284
C 2.0424 0.4917 -0.9264
C 1.4004 1.9357 -0.9984
C 2.4524 2.9387 -0.5624
H 0.3074 -2.7723 -3.1554
H -0.3966 -2.8163 -1.5764
H 0.6474 -4.0483 -1.8634
H 2.5244 -1.9213 -2.0514
H 1.6634 -2.0263 -0.5014
H 0.2264 -0.4813 -0.9074
H 0.6514 -0.2433 -2.5054
H 2.8874 0.4087 -1.4364
H 2.3194 0.1137 0.0246
H 0.7444 1.9067 -0.2704
H 0.9464 2.1687 -2.0074
H 2.1334 4.0167 -0.6914
H 3.3194 3.1227 -1.1324
H 2.7764 2.7167 0.3746
C -1.2776 1.7087 2.2036
C -2.0176 0.3427 1.9136
O -2.0306 -0.3603 3.1176
H -1.3726 2.4337 1.4516
H -0.2926 1.4717 2.3596
H -1.8606 2.2337 2.9856
H -1.7936 -0.2033 1.0996
H -3.1586 0.5357 1.6646
H -1.2786 -1.0283 3.0726
C 2.2224 -2.6513 -5.8854
C 1.1734 -1.5953 -5.6624
O -0.0526 -2.0603 -6.2414
H 1.9874 -3.5703 -5.2724
H 3.1714 -2.3023 -5.4454
H 2.4174 -2.8373 -6.8654
H 1.5884 -0.7253 -6.2074
H 0.8754 -1.2173 -4.6744
H -0.6336 -1.4313 -6.3814
C -2.4786 -3.9363 1.4246
C -2.3126 -5.0373 0.3806
O -1.1306 -5.7813 0.6626
H -2.9216 -4.3853 2.2966
H -3.0716 -3.1153 1.2216
H -1.7276 -3.2283 1.9566
H -2.1476 -4.7603 -0.5294
H -3.2846 -5.6593 0.2886
H -0.9706 -6.4983 -0.0644
C 3.2414 -3.9853 1.9216
C 2.1984 -4.9543 1.4726
O 0.9484 -4.6053 2.0156
H 3.6094 -4.0353 2.9606
H 3.1764 -2.8753 1.6916
H 4.1174 -4.0873 1.2026
H 2.2994 -5.8973 1.5326
H 2.1074 -4.7783 0.3996
H 0.2394 -5.1993 1.5196
C -1.4386 3.1607 -3.9894
C -1.9996 3.8727 -5.2694
O -1.5136 3.0327 -6.3134
H -1.7546 3.7127 -3.1194
H -0.3206 3.2497 -4.1234
H -1.8166 2.2237 -3.9474
H -1.4656 4.8527 -5.4974
H -3.0516 4.2177 -5.1204
H -1.7986 3.4167 -7.1834
C 0.1784 -7.7203 -2.5954
C -1.3416 -7.9513 -2.6564
O -1.7566 -8.1423 -1.3134
H 0.6354 -7.1723 -3.3444
H 0.6864 -8.5373 -2.1674
H 0.5084 -6.9793 -1.9774
H -1.4246 -8.8573 -3.2134
H -1.9306 -7.1813 -3.1164
H -2.4486 -8.6793 -1.3764
C 1.0754 -0.2913 4.6346
C 1.5764 -1.1093 3.4596
O 0.4234 -1.8003 2.8976
H 0.5814 -0.8893 5.3856
H 0.3824 0.3127 4.5236
H 1.6464 0.2317 5.2646
H 2.2404 -1.9753 3.7196
H 1.8594 -0.3873 2.7726
H 0.6284 -2.7973 2.7926
C -2.6176 -0.4933 -2.0694
C -3.2746 0.8197 -1.7014
O -4.4636 0.5837 -0.9874
H -1.6926 -0.3283 -2.3624
H -3.1876 -1.0973 -2.8794
H -2.5346 -1.3473 -1.3794
H -3.6046 1.3227 -2.5354
H -2.5836 1.2917 -0.9694
H -5.1576 0.5607 -1.5324
*
```

Mulliken atomic charge list, values in e, 99 entries: -0.977, -0.878, -0.509, -0.815, -0.728, -1.122, 0.285, 0.208, 0.329, 0.541, 0.476, 0.335, 0.229, 0.473, 0.303, 0.273, 0.541, 0.239, 0.416, 0.345, -0.339, -0.496, 0.773, -1.749, 0.886, -1.726, 0.216, 0.019, -0.059, 0.249, 0.379, -0.125, -0.275, 0.731, 0.487, -0.122, -0.103, 0.322, 0.486, 0.446, -0.997, 0.064, -0.587, 0.625, 0.084, 0.311, -0.041, 0.178, 0.317, -1.149, 0.382, -0.533, 0.176, 0.338, 0.438, 0.338, -0.232, 0.254, -1.364, -0.084, -0.523, 0.417, 0.568, 0.122, 0.381, 0.229, 0.157, -1.191, -0.179, -0.522, 0.374, 0.098, 0.356, 0.737, 0.016, 0.369, -0.839, -0.415, -0.515, 0.450, 0.282, 0.133, 0.271, 0.321, 0.296, -1.271, -0.184, -0.493, 0.563, 0.296, 0.201, 0.353, 0.307, 0.247, -2.354, 0.485, -0.235, 0.434, 0.649

3.
# C28H77AgN10O16

A structure of composition C28H77AgN10O16 in a non-equilibrium geometry (ωB97M-V/def2-TZVPD, the Open Molecules 2025 dataset).

Computed properties:
- LUMO level (alpha / beta) (hartree) = 0.0794 / 0.0206
- <S²> = 0.754
- relative energy (zero: lowest compared OMol25 entry of this formula, charge and spin) (kJ/mol) = 0.0

ORCA input file:
```
! RIJCOSX wB97M-V def2-TZVPD def2/J DEFGRID3
* xyz -1 2
Ag 0.3828 -2.4038 2.9893
N -2.5823 -3.2324 1.2436
O -1.7094 -3.2145 2.1400
O -2.4100 -3.8438 0.1814
O -3.6575 -2.5731 1.4304
N -1.5488 0.4443 4.1532
O -1.2422 1.0433 5.2044
O -2.5072 0.8377 3.4549
O -0.8920 -0.5395 3.7616
N -0.0665 -0.6569 -0.1093
O 0.4381 -1.2125 -1.1068
O 0.0452 -1.1082 1.0248
O -0.8727 0.3134 -0.2307
C -3.6760 -1.3292 -1.1973
C -4.2975 -0.3882 -0.1533
C -5.6767 -0.8091 0.3088
O -6.3162 0.2876 0.9043
C -7.7008 0.0929 1.0483
N -3.3869 -0.1986 0.9672
H -4.2096 -1.1414 -2.1309
H -3.7966 -2.3788 -0.9272
H -2.6195 -1.0927 -1.3228
H -4.4088 0.5942 -0.6252
H -5.5839 -1.6643 0.9937
H -6.2081 -1.1793 -0.5836
H -8.0989 0.9371 1.6107
H -7.9109 -0.8203 1.6148
H -8.1966 0.0887 0.0695
H -2.4703 -0.0110 0.5328
H -3.2907 -1.1001 1.5087
C -1.7482 -2.3334 -4.5163
C -0.7853 -3.3514 -3.9288
C 0.6340 -3.0434 -4.4299
O 1.3584 -4.2610 -4.5913
C 2.6606 -4.0426 -5.0816
N -0.9208 -3.4660 -2.4513
H -2.6823 -2.3394 -3.9496
H -1.9839 -2.4835 -5.5696
H -1.3143 -1.3306 -4.4125
H -0.8942 -4.3421 -4.3998
H 1.1630 -2.3732 -3.7380
H 0.5451 -2.6234 -5.4446
H 3.2086 -4.9719 -4.9404
H 3.1694 -3.2377 -4.5303
H 2.6576 -3.7278 -6.1362
H 0.0171 -3.4068 -2.0593
H -1.2706 -2.5319 -2.2342
C 4.9992 -1.6488 2.9746
C 3.6551 -2.1965 3.4278
C 3.2561 -1.6244 4.8040
O 1.8874 -1.6772 4.9737
C 1.4569 -1.2432 6.2414
N 2.5732 -1.8471 2.4989
H 5.8384 -2.2208 3.3915
H 5.1940 -0.6052 3.2540
H 5.1430 -1.6431 1.8914
H 3.7370 -3.2786 3.5414
H 3.6792 -0.6322 5.0293
H 3.7854 -2.2654 5.5408
H 1.8347 -0.2325 6.4359
H 1.8518 -1.9127 7.0198
H 0.3731 -1.2345 6.2625
H 2.8129 -1.9969 1.5123
H 2.5426 -0.8174 2.4447
C -1.3139 1.4612 -3.3600
C -2.2762 1.5314 -4.5171
C -3.5537 2.2927 -4.2202
O -4.3703 1.4803 -3.3815
C -5.2748 2.2349 -2.6254
N -1.5899 2.1210 -5.6944
H -0.3501 1.0467 -3.6821
H -1.6776 0.8692 -2.5277
H -0.9909 2.4744 -3.0939
H -2.6564 0.5246 -4.7612
H -4.1142 2.4652 -5.1469
H -3.3217 3.2143 -3.6714
H -5.8334 1.6307 -1.9071
H -6.0039 2.8211 -3.1971
H -4.6953 2.9078 -1.9707
H -0.8285 1.4851 -5.9137
H -2.2227 2.0614 -6.4890
C -0.9948 4.1910 0.1199
C -1.6304 3.3408 1.2380
C -1.9525 4.2348 2.4399
O -2.8700 3.5921 3.2742
C -3.0291 4.2673 4.5033
N -2.8808 2.7252 0.7489
H -1.6780 4.9212 -0.3101
H -0.6753 3.4646 -0.6357
H -0.0756 4.7027 0.4320
H -0.9649 2.5322 1.5389
H -2.4339 5.1712 2.1000
H -1.0046 4.4708 2.9442
H -3.4096 5.2851 4.3421
H -2.1001 4.2365 5.0832
H -3.7617 3.6873 5.0650
H -2.6454 2.1246 -0.0409
H -3.4604 3.4504 0.3269
C 3.5411 -4.0347 -1.2769
C 4.2264 -2.6558 -1.2688
C 4.4445 -2.1932 -2.7138
O 5.2930 -1.0350 -2.6891
C 6.1573 -0.9661 -3.8048
N 3.4429 -1.6689 -0.4980
H 2.4823 -3.9299 -1.5141
H 3.6066 -4.4390 -0.2657
H 4.0836 -4.6782 -1.9660
H 5.2349 -2.7570 -0.8534
H 3.4860 -1.8562 -3.1281
H 4.9095 -3.0026 -3.2824
H 5.5925 -1.0241 -4.7476
H 6.8505 -1.8138 -3.8222
H 6.6330 0.0090 -3.7554
H 2.5257 -1.6562 -0.9643
H 3.8381 -0.7813 -0.8248
C 1.7651 2.1226 3.6587
C 2.3960 2.3266 2.2759
C 3.8520 2.7099 2.3900
O 3.9478 4.0206 2.8697
C 5.2685 4.4805 2.9696
N 2.2595 1.0875 1.4848
H 2.5342 1.8355 4.3846
H 0.9706 1.3805 3.6662
H 1.4041 3.0850 4.0321
H 1.8633 3.1310 1.7559
H 4.3157 2.5974 1.3930
H 4.3878 2.0457 3.0862
H 5.7604 4.5023 1.9891
H 5.8772 3.7946 3.5885
H 5.2550 5.4335 3.4889
H 1.4317 1.1485 0.9014
H 3.0398 0.9619 0.8449
*
```

Mulliken atomic charge list, values in e, 99 entries: 0.065, 0.970, -0.646, -0.581, -0.625, 0.553, -0.701, -0.561, -0.274, 0.466, -1.062, 0.847, -0.792, -1.303, 1.650, -1.061, -0.244, -0.887, 0.358, 0.672, 0.589, -0.159, -0.489, 0.564, 0.402, 0.235, 0.323, 0.322, -0.629, 0.498, -1.480, 0.602, -0.463, -0.347, -0.353, -0.450, 0.448, 0.562, 0.170, 0.177, 0.121, 0.447, 0.254, -0.042, 0.391, 0.267, -0.332, -1.292, 0.498, -1.143, 0.068, -0.894, -0.005, 0.454, 0.203, 0.164, 0.514, 0.377, 0.406, 0.313, 0.339, 0.204, -0.017, 0.204, -1.376, 1.183, -0.940, -0.224, -0.630, -0.871, 0.362, 0.127, 0.385, 0.033, 0.363, 0.396, 0.129, 0.347, 0.214, 0.253, 0.314, -1.700, 1.777, -1.133, -0.089, -0.916, -0.032, 0.475, 0.246, 0.379, -0.313, 0.327, 0.312, 0.332, 0.295, 0.237, -0.386, 0.228, -1.184

Q: What is the formula in the second record?
A: C28H76O8

Q: What is the formula in the second record?
A: C28H76O8

Q: relative energy (zero: lowest compared OMol25 entry of this formula, charge and spin) of number 2 (C28H76O8)?
A: 0.0 kJ/mol